{"formula": "C28H84O14S14", "method": "the ωB97M-V functional and the def2-TZVPD basis", "elements": ["C", "S", "O", "C", "H", "H", "H", "H", "H", "H", "C", "S", "O", "C", "H", "H", "H", "H", "H", "H", "C", "S", "O", "C", "H", "H", "H", "H", "H", "H", "C", "S", "O", "C", "H", "H", "H", "H", "H", "H", "C", "S", "O", "C", "H", "H", "H", "H", "H", "H", "C", "S", "O", "C", "H", "H", "H", "H", "H", "H", "C", "S", "O", "C", "H", "H", "H", "H", "H", "H", "C", "S", "O", "C", "H", "H", "H", "H", "H", "H", "C", "S", "O", "C", "H", "H", "H", "H", "H", "H", "C", "S", "O", "C", "H", "H", "H", "H", "H", "H", "C", "S", "O", "C", "H", "H", "H", "H", "H", "H", "C", "S", "O", "C", "H", "H", "H", "H", "H", "H", "C", "S", "O", "C", "H", "H", "H", "H", "H", "H", "C", "S", "O", "C", "H", "H", "H", "H", "H", "H"], "coordinates": [[-13.255, -9.119, 5.483], [-12.822, -10.625, 4.444], [-14.070, -11.240, 3.837], [-12.014, -9.721, 3.019], [-13.989, -9.232, 6.280], [-13.673, -8.478, 4.706], [-12.296, -8.772, 5.868], [-11.063, -9.292, 3.336], [-12.682, -8.950, 2.635], [-11.758, -10.335, 2.156], [-15.560, -9.514, 0.585], [-16.000, -11.316, 0.559], [-16.793, -11.577, -0.754], [-14.245, -11.913, 0.359], [-14.672, -9.302, 1.181], [-16.398, -8.907, 0.926], [-15.358, -9.218, -0.445], [-13.843, -11.485, -0.559], [-14.300, -13.001, 0.319], [-13.778, -11.512, 1.259], [-9.515, -19.164, 3.800], [-10.340, -17.525, 3.651], [-9.986, -17.023, 2.272], [-12.082, -18.350, 3.398], [-9.900, -19.871, 4.535], [-8.444, -18.966, 3.830], [-9.505, -19.725, 2.865], [-12.023, -19.129, 2.637], [-12.903, -17.654, 3.226], [-12.271, -18.847, 4.350], [-7.355, -13.291, 3.757], [-8.309, -14.572, 4.700], [-8.080, -14.168, 6.173], [-10.036, -14.036, 4.210], [-7.798, -12.297, 3.698], [-7.287, -13.582, 2.708], [-6.348, -13.214, 4.168], [-10.221, -14.088, 3.137], [-10.175, -13.033, 4.612], [-10.745, -14.701, 4.704], [-10.448, -12.359, -1.287], [-10.009, -12.728, 0.521], [-11.243, -12.503, 1.414], [-9.841, -14.606, 0.412], [-10.967, -11.407, -1.402], [-11.073, -13.176, -1.649], [-9.565, -12.298, -1.924], [-9.372, -14.986, -0.496], [-10.848, -14.993, 0.253], [-9.396, -14.970, 1.337], [-5.282, -14.975, -1.407], [-6.107, -13.407, -1.771], [-7.572, -13.840, -1.987], [-6.072, -12.857, 0.013], [-4.209, -14.828, -1.284], [-5.561, -15.769, -2.100], [-5.711, -15.379, -0.491], [-6.679, -12.003, 0.313], [-5.057, -12.573, 0.290], [-6.468, -13.646, 0.653], [-9.175, -16.229, -3.162], [-9.040, -17.724, -4.221], [-8.128, -17.385, -5.393], [-8.004, -18.760, -3.047], [-8.195, -15.983, -2.753], [-9.896, -16.411, -2.365], [-9.390, -15.358, -3.781], [-8.447, -19.017, -2.085], [-7.053, -18.300, -2.778], [-7.913, -19.670, -3.639], [-8.487, -7.171, -3.512], [-7.748, -8.769, -4.100], [-6.241, -8.428, -4.237], [-7.871, -9.773, -2.565], [-8.140, -6.807, -2.545], [-9.574, -7.188, -3.586], [-8.186, -6.461, -4.283], [-8.859, -9.684, -2.115], [-7.052, -9.504, -1.897], [-7.641, -10.815, -2.786], [-10.885, -18.462, -0.302], [-10.674, -20.290, -0.008], [-9.858, -20.917, -1.136], [-12.374, -20.663, -0.413], [-11.491, -18.078, 0.519], [-11.499, -18.308, -1.189], [-9.959, -17.890, -0.362], [-13.073, -20.139, 0.238], [-12.575, -21.734, -0.386], [-12.510, -20.395, -1.461], [-15.358, -16.529, -3.888], [-14.352, -17.270, -2.579], [-13.536, -18.337, -3.235], [-13.151, -15.850, -2.496], [-14.830, -16.195, -4.781], [-15.983, -15.801, -3.370], [-16.050, -17.273, -4.281], [-12.253, -16.116, -1.938], [-13.606, -14.998, -1.992], [-12.834, -15.510, -3.482], [-6.862, -17.161, 1.972], [-5.277, -16.401, 2.656], [-5.240, -14.998, 1.999], [-4.234, -17.651, 1.744], [-6.757, -18.239, 2.099], [-7.070, -16.848, 0.949], [-7.720, -16.746, 2.501], [-3.178, -17.428, 1.893], [-4.433, -17.637, 0.673], [-4.582, -18.627, 2.082], [-14.051, -7.696, -3.480], [-13.254, -7.174, -1.890], [-14.432, -6.969, -0.919], [-12.532, -8.820, -1.398], [-13.392, -8.199, -4.188], [-14.545, -6.871, -3.994], [-14.807, -8.448, -3.252], [-11.588, -8.994, -1.913], [-13.239, -9.581, -1.729], [-12.399, -8.896, -0.318], [-16.300, -14.764, 2.594], [-14.892, -15.832, 1.962], [-14.968, -15.443, 0.485], [-13.569, -14.791, 2.683], [-16.266, -14.663, 3.679], [-17.226, -15.209, 2.229], [-16.187, -13.751, 2.208], [-12.718, -15.392, 2.361], [-13.648, -14.796, 3.770], [-13.510, -13.847, 2.142], [-12.876, -11.656, -5.938], [-12.877, -12.174, -4.189], [-12.516, -10.836, -3.511], [-14.726, -12.530, -4.016], [-13.202, -12.469, -6.586], [-11.862, -11.347, -6.192], [-13.584, -10.829, -5.988], [-15.210, -11.569, -4.193], [-14.966, -12.880, -3.012], [-15.035, -13.186, -4.829]], "forces_ev_per_a": [[0.1, -0.4, -1.6], [-0.1, -0.2, -0.7], [0.4, 0.7, 0.2], [-0.1, 0.3, 0.5], [0.2, -0.7, -0.2], [0.1, 0.5, 0.4], [-0.1, 0.2, -0.1], [-0.1, 0.2, 0.3], [-0.1, 0.3, 0.4], [-0.2, -0.9, 0.5], [-0.9, 0.3, -0.2], [1.0, 1.0, -2.3], [1.2, 0.4, 2.1], [-1.1, -0.4, 0.1], [-0.2, -0.6, 0.2], [0.0, -0.3, 0.1], [0.0, -0.2, -0.1], [-0.2, 0.1, 0.0], [0.2, -0.1, 0.1], [0.2, -0.3, 0.1], [0.7, 0.0, -0.9], [-1.9, -2.0, -1.6], [0.1, 0.1, 1.0], [1.2, 0.2, 1.1], [0.1, 0.6, 0.5], [0.0, 0.2, 1.0], [-0.9, 0.3, -0.5], [0.2, 0.3, -0.2], [0.4, 0.2, -0.2], [-0.1, 0.0, 0.1], [-0.5, -0.2, -0.6], [0.3, 1.9, 1.6], [-0.8, -0.8, -2.3], [0.7, -0.1, 0.6], [-0.4, -0.1, 0.7], [0.2, -0.5, 0.0], [-0.2, -0.3, 0.1], [0.3, 0.1, 0.1], [0.0, 0.0, -0.2], [0.2, -0.1, 0.1], [-0.1, -0.5, 0.7], [-0.5, -0.7, -0.6], [0.8, -0.2, -1.3], [-0.8, 0.9, -0.7], [-0.2, -0.1, 0.5], [-0.1, 0.0, 0.0], [0.3, -0.3, 0.4], [0.9, 0.7, 0.1], [-0.4, 0.2, 0.7], [-0.1, 0.0, -0.2], [-0.3, -0.5, 0.5], [-2.1, -0.8, 1.5], [1.4, 0.8, 0.0], [0.0, 0.2, 0.0], [-0.1, -0.1, -0.2], [0.4, 0.6, -0.8], [0.2, 0.5, 0.4], [-0.2, 0.4, -1.1], [0.1, -0.4, 0.0], [0.5, -0.4, -0.4], [0.9, -0.2, -0.3], [1.3, 0.2, -0.1], [-1.0, -0.2, 1.5], [-0.5, 0.3, -0.4], [0.0, -0.2, 0.2], [-0.1, 0.0, -0.1], [-0.5, -0.2, -0.1], [-0.7, 0.0, -0.3], [0.1, 0.2, -0.7], [0.4, 0.0, 0.2], [-0.1, -0.3, -0.6], [2.6, 1.3, 0.8], [-2.7, -0.8, 0.2], [0.4, 0.0, -0.2], [0.1, -0.4, 0.0], [-0.1, -0.3, 0.3], [0.3, -0.1, 0.0], [0.1, 0.0, 0.0], [-0.2, 0.6, 0.1], [-0.4, -0.1, -0.5], [-0.6, -0.4, -0.1], [0.9, 0.0, -1.4], [-0.9, 1.0, 1.4], [-0.4, -0.3, -0.5], [0.3, 0.0, 0.3], [0.2, -0.3, -0.4], [0.1, -0.4, 0.2], [0.1, 0.1, 0.0], [0.4, 0.0, 0.4], [-0.1, 0.4, 0.0], [-0.8, -0.4, 0.1], [1.7, 0.5, -1.2], [-0.4, -0.1, 0.5], [-0.5, 0.4, 0.2], [0.4, 0.4, 0.4], [0.1, 0.5, -0.3], [0.0, -0.4, 0.4], [-0.2, -0.4, 0.1], [-0.2, 0.0, 0.2], [-0.2, -0.4, -0.2], [0.5, 0.7, 0.8], [-1.2, 0.8, -2.2], [0.4, -2.3, 0.9], [-0.4, 0.9, -0.2], [-0.4, 0.1, -0.1], [0.7, -0.2, -0.2], [0.3, -0.2, 0.4], [-0.1, -0.3, 0.3], [-0.1, 0.4, 0.0], [0.5, 0.1, 0.4], [0.0, -0.6, 0.1], [-1.5, -0.6, 0.8], [1.4, -0.5, -1.1], [-0.5, 0.3, -0.6], [0.5, 0.2, 0.3], [0.2, 0.3, 0.4], [-0.1, 0.1, 0.4], [-0.1, 0.1, 0.0], [0.1, 0.0, 0.0], [0.0, 0.5, 0.0], [0.6, -0.7, 0.3], [-1.6, 2.8, -0.8], [0.7, -0.6, 0.9], [0.0, -1.5, -0.9], [-0.2, -0.4, 0.1], [0.1, 0.0, 0.2], [0.3, -0.2, -0.3], [0.5, 0.3, 0.3], [0.0, 0.4, -0.1], [-0.2, 0.1, 0.6], [-0.5, -0.5, 0.4], [0.0, 1.3, 0.1], [-0.9, -1.7, -0.3], [1.0, 1.2, -0.5], [0.1, 0.0, 0.0], [-0.1, 0.0, 0.2], [0.2, 0.1, -0.1], [-0.1, 0.1, 0.1], [0.2, -0.2, -0.2], [0.2, -0.3, 0.3]], "lowdin_charge": [-0.216, 0.850, -0.613, -0.241, 0.059, 0.036, 0.053, 0.058, 0.037, 0.008, -0.171, 1.091, -0.294, -0.155, 0.057, 0.078, 0.040, 0.059, 0.035, 0.029, -0.243, 0.872, -0.602, -0.187, 0.065, 0.036, 0.036, 0.032, 0.007, 0.045, -0.241, 0.830, -0.569, -0.248, 0.053, 0.004, 0.059, 0.003, 0.048, 0.028, -0.217, 0.878, -0.608, -0.214, 0.014, 0.033, 0.025, 0.028, 0.043, 0.009, -0.257, 0.895, -0.609, -0.247, 0.067, 0.054, 0.015, 0.041, 0.060, 0.005, -0.274, 0.843, -0.572, -0.228, 0.015, 0.012, 0.053, 0.012, 0.043, 0.046, -0.253, 0.857, -0.578, -0.262, 0.058, 0.030, 0.045, 0.032, 0.059, 0.023, -0.250, 0.835, -0.555, -0.268, 0.022, 0.030, 0.038, 0.053, 0.059, 0.051, -0.273, 0.841, -0.563, -0.247, 0.059, 0.045, 0.052, 0.019, 0.021, 0.046, -0.238, 0.899, -0.604, -0.245, 0.043, 0.053, -0.013, 0.051, 0.048, 0.046, -0.241, 0.884, -0.588, -0.261, 0.043, 0.054, 0.042, 0.033, 0.000, 0.044, -0.216, 0.870, -0.603, -0.243, 0.055, 0.051, 0.014, 0.019, 0.071, 0.024, -0.237, 0.850, -0.603, -0.214, 0.058, 0.060, 0.054, 0.045, 0.028, 0.051], "e_homo_ev": [-10.02, -10.02], "largest_force_ev_per_a": 3.346, "charge": 1, "spin_multiplicity": 2, "total_energy_ev": -210734.6672, "lumo_ev": [-2.73, -7.49]}